[1]
{
  "formula": "C33H24AuF9NO3PS",
  "method": "ωB97M-V with the def2-TZVPD basis set",
  "charge": 0,
  "e_above_lowest_kcal_mol": 60.9,
  "elements": ["Au", "O", "C", "O", "C", "C", "C", "C", "C", "C", "C", "C", "C", "N", "H", "H", "H", "H", "H", "H", "C", "S", "C", "O", "H", "H", "H", "H", "H", "H", "F", "C", "F", "F", "C", "C", "C", "C", "C", "C", "P", "C", "C", "C", "C", "C", "C", "C", "F", "F", "F", "C", "C", "C", "C", "C", "C", "C", "F", "F", "F", "H", "H", "H", "H", "H", "H", "H", "H", "H", "H", "H", "H"],
  "coordinates": [[0.7762, -0.2686, -1.0473], [1.8467, 2.6897, -3.9366], [1.7161, 1.9234, -2.9824], [0.6251, 1.3683, -2.5565], [2.9487, 1.6543, -2.1409], [4.1208, 2.3686, -2.2961], [5.0847, 2.1703, -1.3501], [4.9372, 1.3142, -0.3218], [6.0631, 0.9705, 0.4282], [5.9816, -0.0101, 1.3781], [4.7958, -0.8115, 1.4768], [3.6874, -0.5609, 0.6244], [3.7494, 0.4425, -0.2826], [2.6718, 0.7982, -1.1463], [4.3274, 3.1110, -3.0708], [6.0809, 2.4846, -1.5560], [6.9403, 1.5869, 0.2544], [6.8084, -0.1684, 1.9890], [4.7051, -1.4930, 2.3074], [2.7908, -1.2094, 0.6548], [2.2776, 4.2237, 5.1196], [2.0990, 4.8930, 3.4914], [1.3336, 3.6773, 2.4435], [3.5033, 5.0432, 2.9015], [3.3159, 4.3616, 5.4093], [1.9231, 3.1797, 5.1097], [1.6560, 4.8576, 5.7950], [1.2663, 4.0392, 1.4068], [0.3005, 3.5082, 2.7846], [1.9965, 2.8096, 2.5262], [0.2342, -7.6189, 1.0110], [-0.7134, -7.3124, 0.0814], [-0.3960, -7.9984, -1.0510], [-1.9391, -7.7997, 0.5581], [-0.8803, -5.8324, -0.1238], [0.2260, -5.1397, -0.7635], [0.1003, -3.7358, -0.9933], [-1.1264, -3.1386, -0.6513], [-2.2532, -3.8656, -0.3287], [-2.1348, -5.2434, 0.0019], [-1.2319, -1.3063, -0.9481], [-1.8172, -0.3685, 0.4893], [-2.0819, -0.9270, 1.8225], [-2.3940, -0.0986, 2.8434], [-2.5723, 1.2967, 2.6579], [-2.2834, 1.8424, 1.4063], [-1.9701, 1.0305, 0.3233], [-2.6934, 2.1967, 3.8880], [-1.4569, 2.7558, 4.3263], [-3.4719, 3.2636, 3.4524], [-3.2316, 1.5719, 5.0079], [-2.3759, -0.8794, -2.1947], [-3.7281, -0.7088, -1.9137], [-4.6226, 0.0360, -2.7131], [-4.1404, 0.4200, -3.9243], [-2.8303, 0.0215, -4.3548], [-1.9631, -0.6603, -3.4873], [-4.9030, 1.4282, -4.7317], [-5.2851, 2.4512, -3.8726], [-4.1134, 1.8891, -5.7226], [-6.0407, 0.8947, -5.2907], [1.0560, -5.7472, -0.9889], [0.9646, -3.1836, -1.2479], [-3.1884, -3.3406, -0.0986], [-3.0466, -5.8576, 0.2867], [-2.0221, -1.9959, 2.0060], [-2.6561, -0.5173, 3.8238], [-2.3072, 2.9467, 1.2308], [-1.7665, 1.5417, -0.6146], [-4.1549, -1.0077, -0.9120], [-5.7106, 0.2863, -2.5084], [-2.4694, 0.2896, -5.3120], [-0.9384, -0.8322, -3.8829]],
  "atomic_forces_ev_per_a": [[-0.1, -0.3, -0.6], [0.0, -0.4, 0.3], [-1.5, 0.4, -0.5], [1.0, 1.3, -1.4], [-2.6, -0.6, 1.1], [1.2, 0.7, 0.3], [0.0, 1.1, -2.6], [-1.3, -3.9, 1.0], [-0.3, 0.3, 0.6], [-1.9, -0.5, -1.0], [-0.4, 1.7, -0.8], [0.7, -2.3, 2.2], [0.0, 4.0, -1.8], [3.2, -1.0, 0.9], [-0.7, -0.6, -0.1], [0.6, 1.0, 0.2], [0.1, -0.2, 0.3], [1.2, -0.5, 1.1], [0.0, -0.4, -0.2], [0.5, 0.5, 0.1], [-1.1, -0.6, 0.6], [1.5, 2.7, -2.0], [-0.4, -0.8, 0.5], [-1.2, -0.4, 0.8], [0.1, -0.3, -0.2], [0.4, 0.3, 0.4], [0.3, -0.7, -0.5], [0.4, 0.2, 0.5], [0.4, -0.3, 0.1], [-0.4, -0.2, -0.3], [-0.8, 0.2, -0.8], [-1.2, -0.8, 0.9], [-0.3, 0.6, 1.0], [1.8, -0.1, -0.6], [1.1, 0.7, -2.2], [-3.1, 1.2, 1.5], [-0.7, -2.9, 1.5], [0.0, 1.2, -1.1], [-0.2, -1.0, 1.5], [-0.8, 0.3, -0.2], [2.2, -0.7, 1.8], [-1.3, -0.1, 2.3], [0.8, 0.1, -3.1], [-1.4, 1.3, 1.4], [1.8, -0.8, 0.7], [-0.5, 1.0, 0.3], [0.3, -0.9, 0.3], [0.0, 0.8, -0.2], [-2.3, -1.1, -0.8], [0.9, -1.1, 1.7], [0.7, 1.4, -2.0], [-1.5, -0.7, -0.8], [-2.1, 0.7, 2.1], [-0.6, -1.1, 0.5], [2.3, 0.1, -1.4], [-1.2, -0.3, 1.5], [0.4, 1.3, -1.9], [-0.2, -0.3, 0.2], [0.3, -0.9, -1.6], [-1.1, 0.4, 0.5], [1.0, 0.9, 0.5], [1.2, -0.1, -0.3], [0.5, 0.7, -0.6], [0.3, -0.3, -0.4], [1.5, 1.0, -0.2], [0.1, 0.1, -0.2], [0.4, 0.2, -0.4], [-0.1, -1.1, 0.3], [0.0, -0.4, -0.1], [0.8, 0.3, -1.0], [1.7, -0.5, 0.4], [0.2, 0.3, -0.8], [-0.7, 0.1, 0.8]],
  "lowdin_charge": [0.76, 0.03, -0.62, -0.21, -0.17, 0.03, -0.02, -0.16, -0.03, -0.06, -0.03, -0.05, -0.18, 0.03, 0.14, 0.12, 0.12, 0.08, 0.10, 0.08, -0.27, 0.80, -0.27, -0.58, 0.05, 0.06, 0.06, 0.07, 0.03, 0.06, 0.13, -0.51, 0.13, 0.07, -0.11, 0.04, -0.07, -0.34, -0.07, 0.00, 0.91, -0.33, -0.05, -0.04, -0.11, -0.02, -0.09, -0.42, 0.06, 0.09, 0.10, -0.40, -0.06, -0.01, -0.12, 0.04, -0.06, -0.51, 0.11, 0.14, 0.12, 0.10, 0.06, 0.11, 0.15, 0.10, 0.13, 0.14, 0.11, 0.13, 0.16, 0.11, 0.13]
}

[2]
{
  "formula": "C33H24BeBrF4NOPS3",
  "method": "ωB97M-V with the def2-TZVPD basis set",
  "charge": 1,
  "e_above_lowest_kcal_mol": 2.5,
  "elements": ["Be", "S", "C", "N", "C", "C", "C", "C", "C", "C", "S", "H", "H", "H", "H", "F", "C", "C", "F", "C", "F", "C", "P", "C", "C", "C", "C", "C", "C", "C", "C", "C", "C", "C", "C", "C", "Br", "C", "F", "H", "H", "H", "H", "H", "H", "H", "H", "H", "H", "C", "C", "C", "C", "C", "C", "C", "S", "C", "O", "H", "H", "H", "H", "H", "H", "H", "H", "H", "H"],
  "coordinates": [[-1.3374, 0.1179, 0.1463], [-3.2668, -0.8285, 0.4978], [-2.0003, -1.9809, 0.4659], [-0.7922, -1.5080, 0.2089], [0.1974, -2.4759, 0.3271], [1.5674, -2.2824, 0.1881], [2.4074, -3.3663, 0.3687], [1.8986, -4.6313, 0.6768], [0.5354, -4.8316, 0.8140], [-0.3074, -3.7405, 0.6419], [-2.0468, -3.6760, 0.7860], [1.9557, -1.2986, -0.0457], [3.4768, -3.2340, 0.2675], [2.5757, -5.4654, 0.8033], [0.1376, -5.8103, 1.0506], [-0.3209, -0.1204, -7.3790], [-0.3935, 0.1988, -6.0982], [0.4077, 1.1994, -5.5880], [1.2474, 1.8501, -6.3828], [0.3190, 1.5284, -4.2485], [1.0882, 2.5427, -3.8396], [-0.5340, 0.8690, -3.3702], [-0.6003, 1.3404, -1.5974], [1.1483, 1.5907, -1.1469], [2.1480, 0.7856, -1.6850], [3.4601, 0.9127, -1.2545], [3.7844, 1.8395, -0.2738], [2.7911, 2.6399, 0.2761], [1.4783, 2.5159, -0.1554], [-1.4135, 2.9602, -1.5853], [-2.7406, 2.9890, -1.1611], [-3.4397, 4.1878, -1.1367], [-2.8100, 5.3603, -1.5245], [-1.4848, 5.3369, -1.9439], [-0.7842, 4.1418, -1.9772], [-1.3532, -0.1266, -3.9186], [-2.6142, -1.0533, -2.8851], [-1.2810, -0.4539, -5.2603], [-2.0561, -1.3966, -5.7840], [1.9076, 0.0529, -2.4478], [4.2316, 0.2927, -1.6928], [4.8104, 1.9440, 0.0543], [3.0392, 3.3693, 1.0365], [0.7110, 3.1544, 0.2650], [-3.2312, 2.0687, -0.8608], [-4.4731, 4.2038, -0.8164], [-3.3510, 6.2972, -1.4998], [-0.9956, 6.2525, -2.2491], [0.2476, 4.1322, -2.3025], [0.7594, -4.5700, 4.3950], [0.4635, -3.1545, 3.9901], [1.4853, -2.2809, 3.6354], [1.2023, -0.9735, 3.2763], [-0.1185, -0.5379, 3.2642], [-1.1602, -1.3955, 3.6096], [-0.8570, -2.6929, 3.9700], [-0.3230, 1.1182, 2.7215], [-1.7197, 1.6948, 3.6531], [-0.8756, 1.1001, 1.2917], [1.8128, -4.8104, 4.2662], [0.1663, -5.2737, 3.8082], [0.5004, -4.7258, 5.4437], [2.5119, -2.6252, 3.6321], [2.0023, -0.2971, 2.9974], [-2.1944, -1.0818, 3.5745], [-1.6622, -3.3709, 4.2273], [-2.5457, 0.9913, 3.5961], [-2.0002, 2.6450, 3.2022], [-1.3918, 1.8463, 4.6811]],
  "atomic_forces_ev_per_a": [[0.2, -0.3, 0.1], [0.0, 0.0, 0.0], [0.0, -0.1, 0.0], [-0.2, 0.0, 0.2], [0.0, 0.1, -0.1], [0.0, 0.0, 0.0], [0.0, 0.0, 0.0], [0.0, 0.0, 0.0], [0.0, 0.0, 0.0], [0.0, 0.0, 0.0], [0.0, 0.0, 0.0], [0.0, 0.0, 0.0], [0.0, 0.0, 0.0], [0.0, 0.0, 0.0], [0.0, 0.0, 0.0], [0.0, 0.0, 0.1], [0.0, 0.0, -0.1], [0.1, 0.1, -0.1], [0.0, 0.0, 0.0], [0.0, 0.1, 0.0], [0.0, -0.1, 0.0], [-0.1, -0.1, 0.0], [0.0, 0.1, -0.1], [0.0, 0.1, 0.1], [0.0, -0.1, 0.0], [0.0, 0.0, 0.0], [0.0, 0.0, 0.0], [0.0, 0.0, 0.0], [0.0, 0.0, -0.1], [0.1, 0.0, 0.1], [0.0, 0.0, 0.0], [0.0, 0.0, 0.0], [0.0, 0.0, 0.0], [0.0, 0.0, 0.0], [0.0, 0.0, 0.0], [0.1, -0.1, 0.0], [0.0, 0.0, 0.0], [0.0, -0.1, 0.0], [0.0, 0.0, 0.0], [0.0, 0.0, 0.0], [0.0, 0.0, 0.0], [0.0, 0.0, 0.0], [0.0, 0.0, 0.0], [0.0, 0.0, 0.0], [0.0, 0.0, 0.0], [0.0, 0.0, 0.0], [0.0, 0.0, 0.0], [0.0, 0.0, 0.0], [0.0, 0.0, 0.0], [0.0, 0.0, 0.0], [0.1, 0.0, 0.0], [0.0, 0.0, 0.0], [0.0, 0.0, 0.0], [0.1, 0.0, 0.1], [0.0, -0.1, 0.0], [0.0, 0.0, 0.0], [0.1, 0.1, -0.1], [0.0, 0.0, 0.1], [0.0, 0.2, -0.2], [0.0, 0.0, 0.0], [0.0, 0.0, 0.0], [0.0, 0.0, 0.0], [0.0, 0.0, 0.0], [0.0, 0.0, 0.0], [0.0, 0.0, 0.0], [0.0, 0.0, 0.0], [0.0, 0.0, 0.0], [0.0, 0.0, 0.0], [0.0, 0.0, 0.0]],
  "lowdin_charge": [-0.15, 0.67, -1.10, -0.03, -0.28, -0.01, -0.07, -0.07, -0.08, -0.45, 1.09, 0.10, 0.11, 0.11, 0.12, 0.16, -0.13, -0.13, 0.15, -0.21, 0.11, -0.28, 1.15, -0.35, -0.11, -0.07, -0.07, -0.06, -0.10, -0.34, -0.09, -0.06, -0.06, -0.06, -0.08, -0.58, 0.89, -0.26, 0.10, 0.12, 0.11, 0.11, 0.11, 0.11, 0.09, 0.11, 0.11, 0.11, 0.10, -0.03, -0.25, -0.02, -0.07, -0.40, -0.06, -0.03, 1.07, -0.20, -0.52, 0.08, 0.08, 0.09, 0.12, 0.12, 0.11, 0.13, 0.06, 0.07, 0.08]
}

[3]
{
  "formula": "C33H24BrN4O7S3SbSe4Tc",
  "method": "ωB97M-V with the def2-TZVPD basis set",
  "charge": 1,
  "e_above_lowest_kcal_mol": 42.9,
  "elements": ["Tc", "Br", "C", "C", "C", "C", "C", "C", "N", "N", "C", "C", "C", "C", "O", "C", "N", "C", "C", "C", "C", "H", "H", "H", "H", "H", "H", "H", "H", "H", "O", "S", "O", "O", "C", "C", "C", "C", "C", "C", "S", "O", "O", "O", "H", "H", "H", "H", "Se", "Sb", "Se", "Se", "Se", "N", "S", "C", "C", "C", "C", "C", "C", "C", "C", "C", "C", "C", "C", "H", "H", "H", "H", "H", "H", "H", "H", "H", "H", "H"],
  "coordinates": [[-0.0892, -0.2121, 0.6761], [-4.1719, -5.3017, -2.2463], [-4.9575, -4.2623, -0.8774], [-4.2960, -4.1184, 0.3307], [-4.8496, -3.3220, 1.3190], [-6.0772, -2.7056, 1.1069], [-6.7499, -2.8977, -0.0870], [-6.1828, -3.6614, -1.0976], [-6.8029, -1.9739, 2.1420], [-6.1978, -1.3381, 3.0193], [-4.7870, -1.0281, 2.8792], [-3.9709, -1.2116, 3.9531], [-2.5801, -0.9256, 3.9075], [-2.0539, -0.3728, 2.7795], [-0.7647, -0.0311, 2.6062], [-2.9185, -0.0657, 1.7067], [-2.2778, 0.5741, 0.6861], [-2.9911, 0.8777, -0.3822], [-4.3634, 0.6064, -0.4784], [-5.0078, -0.0110, 0.5585], [-4.2761, -0.3846, 1.7103], [-3.3492, -4.6153, 0.4942], [-4.3437, -3.2157, 2.2668], [-7.7111, -2.4183, -0.2300], [-6.6908, -3.7895, -2.0434], [-4.3927, -1.6551, 4.8471], [-1.9362, -1.1539, 4.7471], [-2.4708, 1.3539, -1.2001], [-4.8848, 0.8758, -1.3865], [-6.0661, -0.2202, 0.4881], [-1.0973, -1.9889, 0.8308], [-1.3448, -1.9795, -0.6996], [-2.7166, -2.1128, -1.0226], [-0.6901, -0.6514, -1.1868], [-0.4464, -3.2194, -1.5529], [-1.1579, -4.3302, -1.9706], [-0.5091, -5.3007, -2.7198], [0.8135, -5.1360, -3.0810], [1.5271, -4.0068, -2.6863], [0.9108, -3.0342, -1.9241], [1.9760, -1.8054, -1.1329], [3.2901, -2.3678, -1.0690], [1.8951, -0.4918, -1.7095], [1.2983, -1.7723, 0.2658], [-2.2029, -4.4259, -1.7128], [-1.0466, -6.1943, -3.0083], [1.3126, -5.9030, -3.6587], [2.5733, -3.8861, -2.9354], [4.8625, 0.1761, 4.7040], [4.0809, 1.5610, 3.0050], [1.5984, 2.1153, 3.2151], [1.7489, 0.4603, 1.6653], [5.3265, 3.0976, 1.7662], [-0.0011, 1.7487, -0.1717], [-0.2993, 3.1024, 0.6027], [0.8288, 4.2877, -0.0961], [0.4484, 5.5879, -0.4179], [1.4262, 6.4852, -0.8291], [2.7563, 6.0977, -0.8832], [3.1269, 4.8129, -0.5136], [2.1654, 3.9003, -0.1151], [-1.9179, 3.7477, 0.2426], [-2.8144, 3.7122, 1.3048], [-4.1257, 4.1213, 1.0981], [-4.5171, 4.5680, -0.1555], [-3.6105, 4.6021, -1.2120], [-2.3058, 4.1809, -1.0229], [-0.0627, 1.7794, -1.1854], [-0.5771, 5.9103, -0.3392], [1.1407, 7.4960, -1.0879], [3.5103, 6.8022, -1.2089], [4.1668, 4.5162, -0.5016], [2.4551, 2.8901, 0.1433], [-2.4841, 3.3672, 2.2775], [-4.8327, 4.0991, 1.9171], [-5.5365, 4.8958, -0.3142], [-3.9192, 4.9701, -2.1821], [-1.6001, 4.1937, -1.8454]],
  "atomic_forces_ev_per_a": [[-1.9, 1.6, 1.4], [-0.9, -0.4, -0.2], [-0.1, 0.0, 0.1], [0.0, 0.0, 0.1], [0.0, -0.4, 0.0], [-0.3, 0.2, 0.4], [-0.1, 0.1, -0.2], [-0.1, 0.1, -0.1], [0.7, -0.5, 0.1], [0.2, 0.3, -0.6], [-0.5, 0.2, 0.0], [0.4, -0.1, 0.2], [-0.2, -0.2, 0.2], [0.3, 0.0, -0.1], [0.1, -0.1, -0.2], [0.4, 0.5, 0.1], [-0.6, -1.0, -0.5], [0.1, 0.0, 0.1], [0.1, 0.1, 0.0], [0.0, 0.0, 0.1], [-0.3, 0.2, 0.0], [0.0, 0.0, 0.1], [0.0, -0.1, -0.1], [0.0, -0.1, 0.0], [0.0, 0.0, 0.0], [0.0, 0.0, 0.0], [-0.1, 0.0, 0.0], [0.1, -0.1, -0.1], [0.0, 0.0, 0.1], [0.0, 0.1, 0.0], [-0.5, 0.2, -2.2], [0.3, -0.3, -0.1], [-0.3, 0.1, -0.1], [-1.2, -1.4, 0.6], [0.9, 0.3, -0.3], [0.4, 0.4, 0.3], [0.0, -0.1, 0.0], [0.1, 0.0, -0.1], [0.0, 0.2, 0.0], [-0.3, -0.2, 0.7], [0.5, 0.3, 0.3], [-0.5, -0.4, 0.2], [-0.3, 0.0, -0.3], [0.6, 0.8, -0.4], [0.5, 0.1, 0.0], [0.0, 0.0, 0.0], [0.0, 0.0, 0.0], [0.0, -0.1, 0.0], [-0.3, -0.1, -0.2], [1.6, 0.6, 0.9], [-0.5, 0.2, 0.2], [1.8, -0.9, 0.2], [-0.2, -0.2, -0.1], [0.1, -0.9, -0.5], [-0.2, 0.4, 0.4], [0.0, 0.3, 0.1], [0.2, -0.1, 0.0], [-0.1, 0.0, 0.1], [0.0, 0.0, 0.0], [0.0, 0.0, 0.0], [-0.1, 0.0, -0.2], [0.0, 0.0, -0.1], [0.1, 0.1, -0.1], [0.1, 0.0, 0.0], [0.0, 0.0, 0.0], [0.0, 0.0, 0.0], [0.0, -0.1, 0.1], [0.1, -0.1, 0.0], [-0.1, 0.0, 0.0], [0.0, 0.0, 0.0], [0.0, 0.0, 0.0], [-0.1, 0.0, -0.1], [0.0, 0.0, 0.0], [0.0, 0.0, 0.0], [0.0, 0.0, 0.0], [0.0, 0.0, 0.0], [0.0, -0.1, 0.0], [0.0, 0.0, 0.0]],
  "lowdin_charge": [1.32, 0.89, -0.65, -0.11, -0.01, -0.27, -0.02, -0.10, 0.09, 0.09, -0.24, 0.00, 0.04, -0.33, -0.32, -0.17, 0.02, -0.13, -0.01, 0.04, -0.09, 0.11, 0.12, 0.12, 0.11, 0.13, 0.13, 0.11, 0.12, 0.12, -0.38, 0.67, -0.21, -0.44, -0.23, -0.09, -0.04, -0.02, -0.03, -0.20, 0.53, -0.25, -0.32, -0.55, -0.04, 0.11, 0.12, 0.13, 0.09, 0.03, 0.26, 0.39, 0.12, -0.45, 1.01, -0.37, -0.07, -0.05, -0.05, -0.08, -0.11, -0.42, -0.08, -0.05, -0.05, -0.05, -0.09, 0.06, 0.10, 0.12, 0.12, 0.06, 0.06, 0.12, 0.12, 0.12, 0.12, 0.13]
}

Calculated Kohn-Sham gap, 7.362 8.260 4.937 eV (same order as the records).
Calculated LUMO energy, -0.67 -2.56 -5.49 eV (same order as the records).